C26H27N4O2RhS | the ωB97M-V functional and the def2-TZVPD basis

Values from the calculation:
Relative energy (zero: lowest compared OMol25 entry of this formula, charge and spin) = 71.2 kcal per mole
⟨S²⟩ = 6.0860
Total charge = 0
2S+1 = 5
Molar mass = 562.50 g/mol
Orbital gap (alpha / beta) = 0.228 / 0.258 Eh
Strongest force on any atom = 6.6 eV/A

Last column: Löwdin spin population.
Cartesian coordinates (Å):
1 Rh -0.414 1.044 1.367  1.920
2 O 1.989 0.611 2.844  0.031
3 S 2.534 0.502 1.468  0.014
4 O 2.590 -0.871 0.912  0.002
5 N 1.715 1.559 0.648  0.032
6 C 1.793 1.568 -0.748  0.004
7 C 2.885 1.173 -1.531  0.001
8 C 2.783 1.280 -2.978  0.000
9 C 1.687 1.762 -3.666  0.002
10 C 0.508 2.066 -2.905  0.002
11 C -0.663 2.506 -3.501  -0.001
12 C -1.724 2.822 -2.765  0.002
13 C -1.625 2.623 -1.377  0.005
14 N -0.528 2.166 -0.826  0.067
15 C 0.598 1.865 -1.485  0.006
16 C 4.228 1.033 1.662  0.000
17 C 5.253 0.428 0.958  0.001
18 C 6.571 0.808 1.143  0.000
19 C 6.832 1.713 2.118  0.001
20 C 5.777 2.299 2.827  0.000
21 C 4.453 2.019 2.571  0.001
22 H 3.809 0.727 -1.184  0.000
23 H 3.581 0.936 -3.625  0.000
24 H 1.735 1.636 -4.744  0.000
25 H -0.722 2.517 -4.664  0.000
26 H -2.575 3.081 -3.364  0.000
27 H -2.325 2.876 -0.609  0.001
28 H 4.983 -0.360 0.208  0.000
29 H 7.376 0.392 0.562  0.000
30 H 7.870 2.086 2.194  0.000
31 H 6.061 3.115 3.537  0.000
32 H 3.658 2.440 3.118  0.000
33 N -1.650 -3.152 -1.835  0.000
34 C -0.791 -3.434 -0.674  0.004
35 C 0.156 -2.270 -0.263  0.009
36 N -0.593 -1.019 0.059  0.076
37 C -1.533 -0.756 -1.114  0.003
38 C -2.423 -1.902 -1.501  0.003
39 H -4.775 -7.328 -3.116  1.000
40 H -1.172 -3.089 -2.623  0.000
41 H -0.200 -4.325 -0.904  0.001
42 H -1.504 -3.723 0.124  0.000
43 H 0.816 -2.013 -1.079  0.000
44 H 0.757 -2.541 0.618  0.000
45 H -1.269 -1.306 0.776  0.007
46 H -0.916 -0.406 -1.949  0.000
47 H -2.174 0.069 -0.782  0.000
48 H -3.006 -1.701 -2.377  0.000
49 H -3.086 -2.122 -0.605  0.001
50 C -2.381 0.628 1.791  0.371
51 C -3.546 -0.108 2.031  0.043
52 C -3.668 -0.962 3.209  0.110
53 C -4.849 -1.506 3.640  -0.018
54 C -5.978 -1.424 2.777  0.149
55 C -5.883 -0.808 1.546  -0.011
56 C -4.736 -0.064 1.200  0.150
57 H -2.838 -0.947 3.857  0.005
58 H -5.053 -2.040 4.641  -0.003
59 H -6.902 -1.928 3.151  0.008
60 H -6.727 -0.832 0.909  -0.004
61 H -4.769 0.589 0.324  0.007